A cluster of 8 separate species, C24H50FNO10S in total at a distorted geometry, computed with ωB97M-V/def2-TZVPD.

## Properties
Energy ... -61214.9903 eV
F_max ... 5.19 eV/Å
HOMO level ... -0.346 Eh
2S+1 ... 1
SMILES string ... COC[C@H](N)S(=O)(=O)F.CC(C)=O.CC(C)=O.CC(C)=O.CC(C)=O.CC(C)=O.CC(C)=O.CC(C)=O

Structure (XYZ):
```
87
Properties=species:S:1:pos:R:3:forces:R:3
S -2.648806 -2.521060 -2.391267 3.2 4.0 -1.0
F -2.391913 -4.001489 -3.054552 -0.6 1.6 1.3
O 2.438194 0.176593 3.204492 0.0 0.1 -0.2
O -3.075928 -1.667838 -3.527377 0.2 -2.4 2.3
O 0.184742 4.852298 -6.009142 0.1 0.1 -0.1
O 0.589672 2.451899 -1.427041 0.1 0.1 -0.1
O -5.146424 -4.692244 -0.599766 0.5 0.0 -1.0
O 3.941197 4.536712 0.963944 0.0 0.1 -0.2
O -2.660934 -0.645621 1.698867 -0.1 -0.2 0.0
O 0.886788 -4.050641 5.748461 0.0 0.1 0.1
O -2.018419 -6.613421 0.673007 0.1 0.0 0.2
O -1.401606 -2.030267 -1.733741 -2.7 -2.2 -1.3
N -4.555678 -1.226898 -0.906992 1.5 0.2 -0.3
C -0.852696 -6.808976 2.733393 0.1 -0.2 -0.2
C 1.748645 -1.964706 5.010881 -0.1 -0.5 0.1
C 1.890604 5.460282 0.206900 0.0 -0.1 0.2
C 1.502653 -2.569996 7.499363 -0.1 -0.3 0.1
C -3.946319 -2.560332 -1.086938 -2.1 -1.1 0.3
C 0.960701 5.581255 -6.585963 -0.2 -0.2 0.1
C 3.570270 0.589948 1.157924 -0.2 -0.3 0.0
C 0.153700 2.083013 -2.500732 0.1 0.0 0.2
C 0.061637 3.015555 -3.678936 0.2 0.1 0.4
C 3.666440 2.211159 3.148832 -0.3 -0.1 0.3
C -0.676601 0.521863 1.128747 -0.3 0.1 -0.1
C 3.356804 5.145503 0.093089 0.0 -0.1 0.2
C 4.070693 5.615536 -1.146641 0.3 -0.1 0.1
C 3.156065 0.921112 2.566203 -0.1 -0.1 0.2
C -4.406650 -5.810715 -1.084938 0.3 -1.2 0.5
C 1.475843 6.842041 -5.942665 -0.1 0.0 0.3
C 1.336082 -2.966547 6.055452 -0.1 -0.2 -0.2
C -2.594993 -4.970278 2.285596 -0.1 0.1 -0.3
C -1.464537 -0.522659 1.871132 -0.1 0.1 -0.2
C -1.838598 -6.174498 1.788962 0.0 -0.1 -0.2
C 1.449070 5.263758 -7.974614 -0.2 -0.3 0.0
C -0.313753 0.666561 -2.689065 0.1 0.1 0.3
C -5.094812 -3.590446 -1.479370 -0.4 0.7 0.0
C -0.704617 -1.398332 2.825359 -0.5 -0.2 0.1
H 0.063565 -1.955334 2.287192 0.2 0.2 0.1
H -4.157830 -0.563932 -1.576636 -0.5 -0.2 -0.1
H 3.131641 -0.364433 0.866687 0.0 0.0 0.0
H 0.668969 2.636921 -4.501599 -0.2 0.0 -0.1
H 1.346417 4.994997 -0.617688 0.0 0.1 0.0
H 3.619694 5.159470 -2.029921 -0.1 0.2 0.0
H -1.367427 -7.156548 3.630750 0.1 0.2 0.1
H 0.092570 0.044647 0.519594 0.1 0.1 0.2
H -0.976932 3.113247 -3.996818 0.1 -0.1 -0.2
H -1.896462 -4.169466 2.535569 0.0 -0.1 0.2
H -0.078837 -6.088171 3.003636 -0.1 0.0 0.2
H 2.534360 5.147811 -7.970299 0.0 0.2 -0.1
H -0.248340 -0.785304 3.600016 0.2 0.0 -0.2
H 3.316987 3.054550 2.549505 0.3 0.0 -0.1
H 2.810350 -1.736701 5.110411 -0.1 0.2 0.1
H -6.039818 -3.022561 -1.332767 0.7 -0.3 -0.1
H -3.269262 -4.618473 1.503812 0.0 -0.1 0.1
H 2.562374 6.795246 -5.849304 0.0 0.1 -0.2
H -0.215638 1.212785 1.836847 0.2 -0.1 0.0
H -0.186049 0.111690 -1.762556 0.0 0.0 -0.1
H 1.189745 7.708953 -6.540669 0.2 0.0 -0.1
H 0.998042 4.331248 -8.311697 0.0 0.1 0.0
H 1.166440 -3.385156 8.139494 0.0 0.0 -0.1
H 1.042238 6.943611 -4.948225 0.0 0.0 -0.1
H -4.235496 -0.870443 -0.000754 0.0 -0.1 -0.2
H 1.574199 -2.382998 4.022854 0.1 0.0 0.1
H 4.015588 6.703325 -1.217996 -0.1 0.0 -0.1
H -4.928545 -6.390782 -1.880547 0.0 0.7 0.3
H 4.657066 0.510001 1.098904 0.0 0.2 -0.1
H 0.902018 -1.684285 7.713663 0.2 0.1 0.0
H -1.388166 -2.106746 3.294734 0.0 0.1 0.0
H -3.557796 -2.855404 -0.088131 0.4 -0.2 -1.0
H -3.185596 -5.237388 3.163488 0.1 0.1 0.1
H -1.370710 0.655242 -2.960348 0.1 -0.1 -0.2
H 1.161726 6.061483 -8.661747 0.2 0.1 0.0
H -4.290613 -6.503446 -0.225078 0.0 0.5 -0.6
H 2.554096 -2.367977 7.710782 -0.1 0.2 0.0
H -3.384050 -5.569439 -1.437207 -0.6 0.1 0.3
H -0.383011 -7.662334 2.245341 0.0 0.0 0.0
H 3.214979 1.363861 0.474582 0.2 0.1 0.0
H 0.279316 0.185675 -3.468550 -0.2 0.0 -0.1
H -1.342810 1.082901 0.474262 0.1 0.0 0.0
H 1.159886 -1.054973 5.115719 0.3 0.1 0.1
H 1.737266 6.541381 0.196655 0.0 0.0 -0.2
H 1.509286 5.061709 1.146271 0.0 0.0 -0.1
H -5.051553 -3.878131 -2.556557 0.1 0.0 0.7
H 5.118139 5.319948 -1.094853 -0.1 0.0 0.0
H 3.290893 2.321887 4.166047 0.0 -0.1 0.0
H 0.433296 3.998638 -3.393661 0.0 0.0 0.0
H 4.757279 2.201070 3.175928 0.0 0.2 -0.2
```
Positions in Å, forces in eV/Å.

These are the Mulliken partial charges, in e, on atoms 1 to 6: S 1.172; F -0.258; O -0.480; O -0.623; O -0.515; O -0.448